Here is a molecular structure, C31H29BFN8O6OsS3 from the OMol25 dataset. Energies are from ωB97M-V with the def2-TZVPD basis set.

```
80
Properties=species:S:1:pos:R:3:forces:R:3:lowdin_spin:R:1
B -3.03844 3.74112 -1.23938 0.0 0.0 0.0 0.007
H -2.88750 -2.49934 2.99784 0.0 0.0 0.0 0.000
Os -0.24161 0.09561 0.43418 -0.1 0.1 -0.2 2.380
C 6.44477 0.85780 -2.13241 0.1 0.1 0.0 0.001
H -0.94736 -3.68321 -3.53515 0.0 0.0 0.0 0.000
H -4.40581 4.72291 1.00243 0.0 0.0 0.0 0.000
C -0.57132 -5.68303 -2.82898 0.0 0.0 0.0 0.000
O 0.46157 -0.85569 2.55090 0.1 0.1 -0.2 0.082
C -0.72518 3.02006 3.21001 0.0 -0.1 0.0 0.003
C 2.34349 -1.01901 -0.77386 0.0 -0.1 -0.1 0.015
N -3.59684 0.25620 -2.42084 0.1 0.1 -0.1 0.071
C -0.59370 -2.23673 -1.32660 -0.1 0.1 0.1 0.013
C -1.66915 3.06138 0.91487 -0.3 0.2 -0.2 0.014
H 4.64302 1.71602 0.51014 0.0 0.0 0.0 0.000
H -2.18059 4.37917 -1.77886 0.1 0.0 0.0 0.001
S -0.28556 2.36889 0.11432 0.2 0.1 0.0 0.137
H -3.27242 -1.15885 4.81913 0.0 0.0 0.0 0.000
H -0.74962 -6.14971 -3.78813 0.0 0.0 0.0 0.000
N -2.72742 3.61068 0.30054 0.4 -0.1 0.3 0.008
N 1.81220 0.03591 -0.13713 -0.2 -0.1 0.1 0.013
N 0.32339 -0.08481 4.67400 0.0 0.1 -0.1 0.007
S -5.20844 1.37578 -0.56504 -0.1 -0.1 0.1 0.536
H -3.17959 4.35329 3.45377 0.0 0.0 0.0 0.000
H 5.98201 -0.58379 -3.66577 0.0 0.0 0.0 0.000
H 6.17202 1.09869 -5.48109 0.0 0.0 0.0 0.000
C 2.64932 0.99198 0.30356 0.1 0.1 0.0 0.016
C -0.21128 -0.69979 3.57838 -0.1 0.0 0.3 0.016
C -2.21005 1.89856 -2.84749 0.1 -0.1 0.0 0.120
C -2.12002 -1.84370 2.59534 0.0 -0.1 -0.1 0.003
O -3.78363 -1.25082 1.01018 0.0 0.0 -0.1 0.013
H 0.04389 -4.02599 0.60542 0.0 0.0 0.0 0.000
H -1.42446 2.52563 -3.22830 0.0 0.0 0.0 0.005
N -1.49593 -1.12477 3.70128 0.2 0.1 -0.1 0.005
C -0.12690 -4.49713 -0.35337 0.0 0.0 0.0 0.001
C 6.33765 1.38715 -4.44954 0.0 -0.1 0.0 0.000
C 4.56268 -0.16180 -0.54005 0.0 -0.1 0.0 0.013
C -1.73296 -0.12902 5.84699 0.0 0.0 -0.1 0.003
H 7.13575 4.08087 -2.83636 0.0 0.0 0.0 0.000
O -0.73191 -1.79929 -0.09714 0.2 -0.4 0.1 0.099
H 2.18970 1.82961 0.80856 0.0 0.0 0.0 0.003
H -1.15125 3.05839 4.20962 0.0 0.0 0.0 0.000
C -2.74233 -0.94270 1.52498 0.0 -0.2 0.1 0.010
N -3.05040 2.32010 -1.89378 0.1 0.0 0.1 0.078
C -0.47859 -3.71703 -1.45046 -0.1 0.0 -0.1 0.001
H 6.99092 2.53582 -0.89567 0.0 0.0 0.0 0.000
O -0.53131 -1.47367 -2.28004 0.0 0.0 -0.1 0.029
C 0.01212 -5.86719 -0.49903 0.0 0.0 0.0 0.000
C -2.24843 -0.81387 4.82170 0.1 0.1 0.2 0.000
H -0.11808 -7.53074 -1.84255 0.0 0.0 0.0 0.000
C -0.21709 -6.45899 -1.73306 0.0 0.0 0.0 0.000
S 6.32099 -0.30371 -0.78017 0.0 -0.1 0.0 0.002
C -0.69135 -4.31061 -2.69235 0.0 0.0 0.1 0.000
H 0.29579 -6.47669 0.34825 0.0 0.0 0.0 0.000
H -4.13006 4.21333 -1.32863 -0.1 0.1 0.0 0.002
C -4.25922 -1.03979 -2.41091 -0.1 0.0 0.1 0.003
H -0.32126 2.02863 3.01803 0.0 0.0 0.0 0.002
C -3.48896 4.22602 1.26130 -0.1 -0.1 0.0 0.003
H -3.94893 -1.58320 -3.29774 0.0 0.0 0.0 0.000
C -0.34823 0.33767 5.83160 0.0 0.0 0.1 0.001
O 0.19445 1.01417 6.66297 0.0 0.0 0.0 0.000
C 6.87151 3.04020 -2.98424 0.0 0.0 0.1 0.000
C 6.22560 0.44436 -3.43718 0.0 0.0 0.0 0.000
H -5.33600 -0.88494 -2.41381 0.0 0.0 0.0 0.002
C 6.78495 2.18181 -1.89605 0.0 -0.1 0.0 0.000
H -3.98126 -1.57902 -1.50640 0.0 0.0 0.0 0.002
H -1.36015 -2.45224 2.10406 0.0 0.0 0.0 0.000
N 6.64802 2.65985 -4.23595 0.0 0.1 -0.1 0.000
C -2.89683 4.04009 2.46517 -0.1 0.0 0.0 0.004
C 4.01456 0.92469 0.12819 -0.1 0.1 0.0 -0.002
H 4.07408 -2.01730 -1.51921 0.0 0.0 0.0 0.000
N -1.76008 3.30426 2.23694 0.1 0.1 -0.3 0.007
H -2.08804 -0.08345 -3.87794 0.1 0.0 0.0 0.006
H 0.07861 3.75178 3.13242 0.0 0.0 0.0 0.001
C 3.70010 -1.14890 -0.99722 0.0 0.0 0.1 -0.002
O -2.06541 0.15769 1.23809 0.0 0.2 0.0 0.104
C -3.93586 1.32154 -1.61511 -0.1 -0.1 0.0 0.017
C -2.54016 0.59644 -3.18000 -0.1 0.0 0.1 0.137
F -2.45647 0.17577 6.91514 0.0 0.0 0.0 0.001
H 1.65949 -1.77043 -1.13382 0.0 0.0 0.0 0.001
H 1.29083 0.20105 4.59654 0.0 0.0 0.0 0.000
```
Positions in Å, forces in eV/Å.

Energy = -3498.0832 a.u.
Lowest unoccupied orbital energy (spin up / spin down) = -2.933 / -4.769 eV
Gap between HOMO and LUMO (spin up / spin down) = 8.0 / 6.8 eV
Charge = +1
Spin multiplicity = 5
ΔE to the lowest compared entry with this formula, charge and spin = 0.00 kJ/mol